(1)
This record from OMol25 describes the molecule C2H4N2O2S2 at a distorted geometry. The level of theory is the ωB97M-V functional and the def2-TZVPD basis.

ΔE to the lowest compared entry with this formula, charge and spin = 95.3 kcal/mol
E_LUMO = -0.0280 Ha
DFT total energy = -30879.6246 eV
HOMO-LUMO gap = 0.2954 Ha
SMILES = O=C(S)/C(=N/S)NO
HOMO energy = -8.8 eV

The geometry in ORCA input format:
```
! RIJCOSX wB97M-V def2-TZVPD def2/J DEFGRID3
* xyz 0 1
C 0.22 0.12 0.02
C -1.31 0.14 0.23
H -0.62 2.36 0.44
H 1.58 1.83 0.22
H 3.11 -1.93 0.09
H -3.33 -0.85 0.03
N 0.74 1.43 -0.38
N 1.01 -0.90 -0.04
O -0.25 2.26 -0.69
O -1.73 1.03 1.09
S 2.69 -0.64 0.16
S -2.11 -1.42 -0.31
*
```

***

(2)
This record from OMol25 describes a cluster of 2 separate species, C2H4N2O2S2 in total at a distorted geometry. The level of theory is the ωB97M-V functional and the def2-TZVPD basis.

ΔE to the lowest compared entry with this formula, charge and spin = 41.4 kcal/mol
E_LUMO = -0.0130 Ha
DFT total energy = -30881.9622 eV
HOMO-LUMO gap = 0.3115 Ha
HOMO energy = -8.8 eV

The geometry in ORCA input format:
```
! RIJCOSX wB97M-V def2-TZVPD def2/J DEFGRID3
* xyz 0 1
C -0.37 0.29 1.03
C 0.43 1.35 -1.04
N 0.27 -0.61 1.61
N -0.52 1.15 0.06
O 1.41 -2.48 -0.44
O -0.99 -2.83 -0.28
S -1.39 -0.05 2.44
S 0.30 -2.82 0.41
H 0.04 1.48 -2.07
H 0.93 2.33 -0.73
H 1.19 0.54 -1.01
H -1.32 1.66 0.02
*
```